Entry 1:
The following is a DFT calculation (ωB97M-V with the def2-TZVPD basis set) of a molecular structure, C14H22MnN7O2S2.

```
! RIJCOSX wB97M-V def2-TZVPD def2/J DEFGRID3
* xyz 2 5
Mn -0.46303 0.01363 0.26915
C -1.31018 -3.29374 -2.30175
C -0.80370 -2.36072 -1.28195
N -1.37641 -1.18810 -1.00046
N -2.51974 -0.86762 -1.68939
C -3.07927 0.29300 -1.31928
N -4.21523 0.58919 -1.99031
S -2.41545 1.29176 -0.08215
C 0.37126 -2.63243 -0.44796
C 1.28326 -3.68840 -0.66473
C 2.46663 -3.61531 0.01977
C 2.74189 -2.55081 0.90775
C 1.74383 -1.63943 1.16076
N 0.64659 -1.61865 0.41441
H -2.25170 -2.95405 -2.75466
H -1.53688 -4.33124 -1.93735
H -0.53303 -3.38161 -3.08555
H -4.60062 -0.18710 -2.56033
H -4.74208 1.44795 -1.74912
H 0.95213 -4.59935 -1.17013
H 3.17838 -4.41477 -0.13206
H 3.67180 -2.47480 1.43925
H 1.83444 -0.92162 1.98179
C 2.66075 4.56478 -1.10694
N 1.90426 3.30893 -1.30328
C 1.84007 2.64015 -2.61190
C 1.20674 1.27082 -2.13135
O 1.14229 0.26000 -2.79546
N 0.88841 1.35066 -0.74871
C 1.32454 2.57212 -0.33448
N 1.32195 2.89444 0.98164
H 3.38465 4.63261 -1.91393
H 3.18044 4.55503 -0.13995
H 1.94140 5.41076 -1.08631
H 2.80876 2.42940 -3.05881
H 1.23084 3.20612 -3.27788
H 0.77275 2.33966 1.62855
H 1.74247 3.78198 1.23679
C -2.94984 0.16414 3.20779
S -1.26422 0.75735 3.58355
C -0.56658 -0.89560 3.98131
O -0.56509 1.15572 2.21201
H -2.91674 -0.89351 2.99333
H -3.31663 0.74860 2.37698
H -3.56704 0.32660 4.06981
H -1.04372 -1.18765 4.90465
H 0.52775 -0.71010 4.11757
H -0.73109 -1.59881 3.18933
*
```

Computed properties:
Maximum force = 2.7 eV/Å
ΔE to the lowest compared entry with this formula, charge and spin = 0.0 kcal/mol
HOMO (alpha / beta) = -14.0 / -14.2 eV
Lowest unoccupied orbital energy (alpha / beta) = -8.1668 / -7.2454 eV



Entry 2:
The following is a DFT calculation (ωB97M-V with the def2-TZVPD basis set) of 2 unconnected molecules or ions with the total composition C3N2O3S2.

```
! RIJCOSX wB97M-V def2-TZVPD def2/J DEFGRID3
* xyz 0 1
C -1.15420 -0.49173 0.69265
C -1.52223 0.80758 1.02846
C 0.67125 -0.02581 -0.40240
N -1.69635 1.91371 1.40173
N 0.72825 -0.18612 -1.63934
O -2.40407 -2.46509 1.75888
O 1.82013 0.48456 0.11170
O 2.46730 1.70849 -2.23854
S -1.26708 -2.13760 0.91450
S 2.35700 0.39202 -1.62763
*
```

Computed properties:
Maximum force = 4.7 eV/Å
ΔE to the lowest compared entry with this formula, charge and spin = 49.6 kcal/mol
HOMO (alpha / beta) = -10.5 / -10.5 eV
Lowest unoccupied orbital energy (alpha / beta) = -2.0926 / -2.0910 eV



Entry 3:
The following is a DFT calculation (ωB97M-V with the def2-TZVPD basis set) of 15 unconnected molecules or ions with the total composition C25H85N5O15.

```
! RIJCOSX wB97M-V def2-TZVPD def2/J DEFGRID3
* xyz 0 1
C -2.75652 1.52873 4.56599
C -3.67767 1.35215 5.77000
C -3.53044 2.37838 6.89756
O -2.32055 2.12179 7.54827
C -2.19430 2.70965 8.81131
N -5.06540 1.28947 5.31074
H -2.96774 0.69083 3.89838
H -1.68666 1.49151 4.77801
H -2.91865 2.49724 4.09008
H -3.35502 0.39584 6.20359
H -4.37569 2.25396 7.59003
H -3.55273 3.39258 6.47648
H -1.20427 2.56812 9.23871
H -2.83562 2.15586 9.51892
H -2.51827 3.74908 8.90773
H -5.64711 1.34886 6.14584
H -5.31958 0.37646 4.94618
C -2.72250 4.53801 -1.69602
C -2.01161 3.18198 -1.51801
C -0.54092 3.41706 -1.13964
O 0.06784 4.19708 -2.16773
C 1.47379 4.26808 -1.97715
N -2.70563 2.47186 -0.40971
H -2.21657 5.11993 -2.47340
H -2.89060 5.21616 -0.85841
H -3.72757 4.32459 -2.07834
H -2.10783 2.66426 -2.46905
H -0.07111 2.42548 -1.22235
H -0.42904 3.72737 -0.09955
H 1.77191 5.16179 -1.41476
H 1.84252 4.43666 -2.99682
H 1.96997 3.40527 -1.52845
H -3.57274 2.08478 -0.78155
H -3.13193 3.12092 0.24611
C -0.33674 -0.59446 1.64768
C -0.02760 -0.28587 0.19585
C 1.41693 -0.67313 -0.18107
O 2.24030 -0.24447 0.87769
C 3.58782 -0.61056 0.75237
N -0.92226 -1.17628 -0.59529
H -1.33142 -0.31436 2.01126
H 0.31786 -0.15256 2.40080
H -0.31836 -1.66981 1.85044
H -0.24969 0.75758 -0.04307
H 1.55020 -0.10743 -1.11307
H 1.51656 -1.73700 -0.39056
H 4.00569 -0.00825 -0.07873
H 3.77659 -1.61344 0.34645
H 4.33701 -0.48423 1.53195
H -1.85550 -0.79180 -0.45895
H -0.68486 -1.05574 -1.58103
C -1.05569 2.64774 -6.02583
C -0.98338 1.13341 -5.97269
C -0.12638 0.64564 -4.81873
O 1.19000 1.12719 -4.76235
C 1.81019 0.74379 -3.54842
N -2.34324 0.61587 -5.90012
H -1.78251 3.01698 -6.75150
H -0.10795 3.16731 -6.15395
H -1.50085 3.00700 -5.08392
H -0.46634 0.85314 -6.89769
H -0.10291 -0.45146 -4.91435
H -0.68376 0.83461 -3.88257
H 1.38120 -0.19416 -3.17571
H 1.51109 1.47054 -2.78452
H 2.88180 0.64737 -3.67230
H -2.32464 -0.39483 -5.98919
H -2.69062 0.82478 -4.96618
C -2.41409 -3.83676 -2.56195
C -1.85335 -3.94653 -3.98386
C -2.01358 -2.61178 -4.74888
O -1.28635 -2.50152 -5.96016
C -1.76831 -3.37883 -6.96022
N -0.40748 -4.11248 -3.78907
H -2.00612 -2.99419 -2.01275
H -2.25411 -4.78573 -2.04733
H -3.50383 -3.73029 -2.58626
H -2.25186 -4.72723 -4.63948
H -1.74074 -1.83535 -4.02368
H -3.04377 -2.24871 -4.89446
H -1.01888 -3.28239 -7.75404
H -2.71340 -3.01654 -7.38349
H -1.84212 -4.43444 -6.69394
H -0.27929 -4.85647 -3.11663
H 0.10375 -4.27105 -4.64695
O -1.15848 2.68900 2.14698
H -1.06811 2.40818 1.23008
H -2.09335 2.57466 2.33776
O -3.48357 -0.14737 -2.62649
H -4.26733 0.28888 -2.27362
H -2.80486 -0.01958 -1.95089
O 4.32233 -4.20744 0.02682
H 5.17857 -3.92318 0.36518
H 4.14060 -3.59125 -0.70216
O 2.17923 -3.00981 3.49008
H 1.54210 -2.38889 3.12165
H 2.49290 -3.51525 2.72929
O 3.29516 -2.68830 -2.16220
H 2.58966 -3.34360 -2.06862
H 3.47622 -2.66182 -3.10886
C 7.09910 -2.14911 0.87214
O 6.53096 -2.52936 -0.35283
H 8.05147 -1.64812 0.68532
H 6.47515 -1.57386 1.56291
H 7.36901 -3.00921 1.49572
H 6.83208 -1.99369 -1.09131
C -2.60052 -2.69651 3.05513
O -3.68153 -3.40779 3.63824
H -1.65354 -3.24486 3.02000
H -2.79807 -2.47574 1.99949
H -2.45445 -1.77995 3.61838
H -3.71094 -4.27158 3.21703
C -0.83452 -1.20169 5.95893
O -0.58143 -2.51141 6.45373
H -1.88305 -1.09269 5.68239
H -0.57156 -0.46050 6.71726
H -0.17124 -1.04019 5.10543
H -0.41118 -2.47859 7.39485
C 2.66018 1.72344 3.38560
O 2.93301 2.89684 4.14045
H 2.30667 1.98587 2.38904
H 3.53625 1.08254 3.31490
H 1.92388 1.12219 3.92990
H 2.14910 3.44860 4.16503
C 6.79809 0.90583 -1.88437
O 7.71827 -0.15590 -1.95344
H 5.77185 0.58682 -2.05572
H 6.83263 1.41914 -0.91942
H 7.02138 1.64090 -2.66603
H 8.59510 0.01980 -1.61622
*
```

Computed properties:
Maximum force = 3.3 eV/Å
HOMO = -9.3 eV
Lowest unoccupied orbital energy = 0.1479 eV



Copy entry 2 word for word.
The following is a DFT calculation (ωB97M-V with the def2-TZVPD basis set) of 2 unconnected molecules or ions with the total composition C3N2O3S2.

```
! RIJCOSX wB97M-V def2-TZVPD def2/J DEFGRID3
* xyz 0 1
C -1.15420 -0.49173 0.69265
C -1.52223 0.80758 1.02846
C 0.67125 -0.02581 -0.40240
N -1.69635 1.91371 1.40173
N 0.72825 -0.18612 -1.63934
O -2.40407 -2.46509 1.75888
O 1.82013 0.48456 0.11170
O 2.46730 1.70849 -2.23854
S -1.26708 -2.13760 0.91450
S 2.35700 0.39202 -1.62763
*
```

Computed properties:
Maximum force = 4.7 eV/Å
ΔE to the lowest compared entry with this formula, charge and spin = 49.6 kcal/mol
HOMO (alpha / beta) = -10.5 / -10.5 eV
Lowest unoccupied orbital energy (alpha / beta) = -2.0926 / -2.0910 eV



Which of these has the lowest maximum force? C14H22MnN7O2S2



maximum force of number 2 (C3N2O3S2)? 4.7 eV/Å



maximum force of number 3 (C25H85N5O15)? 3.3 eV/Å